[1]
Molecular formula: C21H36AlB2Cl2CsF6N2O11S3
Method: DFT, ωB97M-V/def2-TZVPD

Last column: Löwdin charge in e.
Cartesian coordinates (Å):
C 4.135 0.071 3.494  -0.1080
C 4.627 -1.312 3.120  -0.2418
C 3.737 -2.088 2.130  -0.1879
C 3.389 -1.311 0.866  -0.1438
N 1.983 -1.070 0.509  -0.1885
C 1.741 0.174 -0.212  -0.1487
C 1.893 1.525 0.528  -0.1528
C 0.855 2.546 0.092  -0.1823
C -0.623 2.216 0.462  -0.1280
B -1.334 3.419 1.152  -0.1992
C -2.679 3.380 2.009  -0.6508
Cl -2.235 4.280 3.497  0.6307
C -3.264 1.976 2.343  -0.7639
C -4.774 1.967 2.171  -0.1643
Cl -2.997 1.501 4.044  0.6181
C 0.986 -1.483 1.364  -1.0941
S 0.645 -0.968 2.871  0.7605
S 0.001 -2.718 0.590  0.9856
C -1.512 -2.717 1.575  -0.4911
C -2.631 -3.556 0.946  -0.2926
C -2.565 -3.696 -0.565  -0.1503
H 4.734 0.415 4.325  0.0558
H 4.335 0.773 2.699  0.0637
H 3.112 0.093 3.824  0.0323
H 4.601 -1.908 4.022  0.0820
H 5.658 -1.312 2.804  0.1103
H 2.915 -2.496 2.697  0.0757
H 4.342 -2.933 1.840  0.1048
H 3.901 -0.359 0.906  0.1084
H 3.845 -1.814 0.024  0.1255
H 0.722 0.121 -0.569  0.0961
H 2.373 0.223 -1.086  0.1357
H 1.955 1.453 1.603  0.0953
H 2.840 1.940 0.207  0.1168
H 0.939 2.719 -0.969  0.0709
H 1.053 3.502 0.547  0.0982
H -1.142 2.001 -0.478  0.0695
H -0.657 1.301 1.043  0.0890
H -0.863 4.502 1.000  0.0911
H -3.466 3.953 1.536  0.0781
H -2.864 1.206 1.712  0.0712
H -5.262 2.425 3.010  0.0752
H -5.027 2.475 1.239  -0.0002
H -5.119 0.949 2.083  0.0780
H -1.830 -1.697 1.648  0.0439
H -1.306 -3.078 2.563  0.0549
H -2.694 -4.505 1.450  0.1041
H -3.560 -3.050 1.177  0.0981
H -1.783 -4.386 -0.837  0.0427
H -3.494 -4.119 -0.908  0.0695
H -2.434 -2.733 -1.031  0.0600
B -2.809 1.373 -5.187  -1.0692
O -2.142 0.287 -4.460  0.2627
C -1.769 0.736 -3.270  -0.3924
O -1.202 0.132 -2.416  0.2012
C -2.211 2.196 -3.154  -0.5025
O -2.061 2.928 -2.177  -0.0099
O -2.823 2.540 -4.241  0.2219
F -4.182 0.990 -5.529  -0.6373
F -2.173 1.690 -6.313  0.2631
C 3.940 -2.216 7.449  0.0461
N 5.049 -1.429 6.843  -0.4532
O 5.990 -2.040 6.384  0.0641
O 4.928 -0.223 6.850  0.0602
H 4.182 -3.268 7.371  0.0930
H 3.852 -1.909 8.486  0.0991
H 3.035 -1.979 6.898  0.0981
Cs -5.983 1.119 -6.186  1.5256
C 0.586 3.841 -5.614  -0.6539
F -0.729 3.883 -5.340  0.1135
F 1.219 3.774 -4.443  0.0964
F 0.828 2.697 -6.271  0.1281
S 1.106 5.303 -6.600  0.4806
O 0.769 6.422 -5.750  -0.2351
O 0.306 5.200 -7.797  -0.2481
O 2.521 5.106 -6.797  -0.2283
Al -4.010 2.278 -1.406  1.1693
F 1.385 3.860 -2.216  -0.2890
C -1.370 -5.496 -4.028  0.0008
C -2.425 -6.355 -3.361  -0.7093
O -2.518 -6.335 -2.114  0.0759
O -3.163 -7.049 -4.083  0.0871
H -0.792 -4.937 -3.288  0.0755
H -0.690 -6.127 -4.600  0.0830
H -1.847 -4.789 -4.708  0.0792

The total charge is 0. The calculation puts the HOMO energy at -7.92 eV. The lowest unoccupied orbital energy is -0.2440 hartree.

=====

[2]
Molecular formula: C21H36BN4O17S
Method: DFT, ωB97M-V/def2-TZVPD

Last column: Löwdin charge in e.
Cartesian coordinates (Å):
O 2.521 -3.774 3.592  -0.2521
S 2.457 -2.874 2.487  0.5725
O 2.060 -3.351 1.202  -0.2681
O 3.810 -2.080 2.386  -0.1325
C 1.391 -1.528 2.906  -0.2200
C 1.049 -0.712 1.678  -0.1781
C -0.065 0.334 1.864  -0.0616
N -0.973 0.064 2.976  0.0032
N -0.851 0.652 4.200  0.1605
C -1.801 0.140 4.967  -0.0694
N -2.532 -0.742 4.330  0.1964
C -2.007 -0.780 3.095  -0.2936
N -2.465 -1.559 2.098  0.2743
B -3.552 -2.541 2.210  -0.7119
O -3.945 -3.042 3.403  0.2081
O -4.098 -2.930 1.008  0.1718
H 4.526 -2.711 2.573  0.1178
H 1.902 -0.938 3.661  0.1179
H 0.551 -2.052 3.359  0.1068
H 1.928 -0.144 1.388  0.0890
H 0.820 -1.356 0.837  0.1029
H 0.337 1.332 2.002  0.1349
H -0.674 0.381 0.965  0.1374
H -0.153 1.338 4.438  0.1955
H -1.940 0.414 5.998  0.1550
H -2.035 -1.463 1.191  0.1445
H -4.272 -2.405 4.045  0.1094
H -3.902 -3.855 0.817  0.1236
C 4.652 -1.791 -1.848  -0.0062
C 3.934 -0.475 -1.953  -0.2932
C 4.820 0.751 -2.084  -0.0488
O 4.012 1.782 -1.465  0.0882
C 3.214 1.186 -0.579  -0.5657
O 2.543 1.735 0.250  0.1158
O 3.235 -0.147 -0.717  0.0730
H 5.337 -1.782 -0.998  0.0930
H 3.955 -2.612 -1.705  0.0760
H 5.218 -1.977 -2.760  0.1055
H 3.194 -0.495 -2.753  0.1406
H 5.050 1.021 -3.109  0.1464
H 5.742 0.658 -1.508  0.1425
C -7.429 -1.540 -1.111  -0.0152
C -6.249 -1.068 -1.917  -0.3299
C -5.302 -0.122 -1.207  -0.1046
O -4.757 0.637 -2.288  0.0504
C -5.677 0.645 -3.296  -0.5575
O -5.613 1.330 -4.256  0.1866
O -6.660 -0.247 -3.025  0.0888
H -8.021 -0.691 -0.768  0.0946
H -8.077 -2.175 -1.713  0.0918
H -7.087 -2.111 -0.248  0.0850
H -5.701 -1.921 -2.327  0.1565
H -4.507 -0.630 -0.664  0.1155
H -5.833 0.556 -0.533  0.1401
C -1.496 -2.777 -3.279  -0.0207
C -0.091 -3.114 -3.694  -0.3190
C 0.966 -2.986 -2.614  -0.0899
O 2.133 -2.676 -3.380  0.0252
C 1.730 -2.059 -4.525  -0.5643
O 2.464 -1.496 -5.265  0.1803
O 0.394 -2.167 -4.663  0.0998
H -1.552 -1.753 -2.905  0.0880
H -2.172 -2.848 -4.129  0.0925
H -1.837 -3.468 -2.505  0.0880
H -0.049 -4.106 -4.151  0.1633
H 1.127 -3.891 -2.034  0.1424
H 0.762 -2.147 -1.939  0.1313
C 3.313 4.689 0.714  -0.0237
C 2.487 5.946 0.732  -0.3242
C 3.242 7.259 0.719  -0.0866
O 2.340 8.133 1.414  0.0676
C 1.589 7.380 2.249  -0.5705
O 0.876 7.804 3.097  0.1682
O 1.768 6.064 1.978  0.0702
H 3.996 4.674 1.566  0.0962
H 2.678 3.812 0.784  0.0505
H 3.892 4.621 -0.207  0.0950
H 1.745 5.929 -0.072  0.1589
H 3.444 7.644 -0.276  0.1392
H 4.173 7.200 1.287  0.1393

The total charge is +1. The calculation puts the HOMO energy at -12.50 eV. The lowest unoccupied orbital energy is -0.1196 hartree.

=====

[3]
Molecular formula: C21H36CrN5S2
Method: DFT, ωB97M-V/def2-TZVPD

Last column: Löwdin spin population.
Cartesian coordinates (Å):
Cr -0.311 0.228 0.588  3.7850
C 2.324 -0.964 2.902  0.0020
C 1.197 -0.546 3.883  0.0027
N 0.082 0.122 3.289  0.0368
C 0.055 1.566 3.630  0.0027
C -0.821 2.406 2.660  0.0059
N -0.318 2.352 1.284  0.0051
C -1.128 3.213 0.383  0.0053
C -0.298 3.605 -0.833  0.0007
C -0.190 2.583 -1.920  0.0052
N 0.310 1.263 -1.473  0.0435
C 1.770 1.033 -1.562  0.0054
C 2.490 1.280 -0.261  0.0031
N 2.050 0.238 0.673  0.0093
C 2.780 0.148 1.956  0.0021
H 1.993 -1.812 2.330  0.0007
H 3.234 -1.272 3.415  0.0000
H 1.606 0.024 4.785  0.0008
H 0.841 -1.526 4.333  0.0002
H -0.759 -0.293 3.574  0.0019
H 1.096 1.915 3.590  0.0001
H -0.348 1.786 4.610  0.0005
H -0.665 3.417 3.064  0.0006
H -1.861 2.218 2.737  0.0003
H 0.652 2.733 1.225  0.0022
H -1.387 4.161 0.930  0.0007
H -2.004 2.670 0.094  0.0011
H 0.724 3.934 -0.464  0.0001
H -0.741 4.521 -1.257  0.0001
H 0.430 2.967 -2.741  0.0013
H -1.153 2.321 -2.305  0.0002
H -0.075 0.599 -2.100  0.0031
H 2.285 1.762 -2.248  0.0012
H 1.926 0.037 -1.896  0.0004
H 2.246 2.256 0.173  0.0002
H 3.517 1.168 -0.552  0.0000
H 2.092 -0.721 0.250  0.0033
H 2.719 1.164 2.404  0.0001
H 3.879 0.048 1.726  -0.0001
S -4.307 -1.835 0.380  0.0120
C -4.700 -0.230 0.813  -0.0100
C -3.637 0.608 0.941  0.0015
C -2.378 -0.041 0.656  -0.0225
C -2.592 -1.358 0.312  0.0344
C -1.594 -2.387 0.082  0.0158
C -1.826 -3.773 0.111  0.0025
C -0.759 -4.624 -0.060  0.0081
C 0.499 -4.078 -0.345  0.0031
C 0.660 -2.691 -0.383  0.0081
N -0.359 -1.861 -0.132  0.0127
H -5.745 0.031 0.897  -0.0008
H -3.758 1.569 1.375  0.0002
H -2.851 -4.145 0.331  0.0002
H -0.819 -5.720 0.014  0.0003
H 1.365 -4.679 -0.564  0.0000
H 1.554 -2.259 -0.750  0.0003
C -0.598 -2.828 -4.459  0.0000
S 0.239 -1.296 -3.856  0.0003
C 0.789 -0.541 -5.420  0.0000
H 0.175 -3.455 -4.785  0.0000
H -1.298 -2.529 -5.209  0.0000
H -1.070 -3.297 -3.593  0.0000
H 0.088 -0.632 -6.212  0.0000
H 1.711 -1.067 -5.768  0.0000
H 0.969 0.515 -5.252  0.0000

As for the multiplicity: 5. The expectation value of S² is 6.021. The energy above the lowest of the compared OMol25 structures with the same formula, charge and spin is 0.000 eV. The total charge is +1. The calculation puts the HOMO energy (alpha / beta) at -9.62 / -10.47 eV. The lowest unoccupied orbital energy (alpha / beta) is -0.0808 / -0.0857 hartree.

=====

| no. | electronic energy (eV) |
| --- | --- |
| 1 | -130204.4405 |
| 2 | -74638.6356 |
| 3 | -79898.4417 |